1.
18
Properties=species:S:1:pos:R:3 method="wB97M-V/def2-TZVPD" homo_ev="-9.0 / -8.9" e_tot_ha=-380.686600 charge=0 multiplicity=2 e_lumo_ev="0.61 / -2.82" gap_ev="9.61 / 6.12" relative_energy_kcal_mol=74.94
O 0.501 -1.474 -2.269
O 0.041 -1.753 0.087
N 1.146 0.169 0.576
N -1.730 0.619 -0.747
C 0.528 -1.226 1.154
C 0.112 1.120 0.744
C -0.663 1.544 -0.525
H 0.495 -1.162 -1.255
H 0.332 2.185 1.217
H -1.725 -0.071 0.192
H -1.530 -0.061 -1.468
H -0.005 1.618 -1.447
H -1.048 2.536 -0.340
H -0.500 0.708 1.623
H 1.018 -2.231 -2.034
H 2.208 0.329 0.936
H -0.383 -1.088 1.859
H 1.203 -1.761 1.697



2.
18
Properties=species:S:1:pos:R:3 method="wB97M-V/def2-TZVPD" homo_ev=-13.8 e_tot_ha=-380.545191 charge=+1 multiplicity=1 e_lumo_ev=-7.99 gap_ev=5.80 relative_energy_kcal_mol=105.85
O 0.299 0.356 -2.208
O 1.201 0.103 0.589
N -0.247 1.820 0.247
N 1.467 -2.128 -1.100
C -2.052 0.197 1.852
C -1.085 -0.318 0.968
C 0.071 0.508 0.565
H 2.082 -2.873 -1.387
H -2.352 1.240 1.813
H 1.898 -1.500 -0.463
H -2.833 -0.535 2.032
H 0.630 2.321 0.295
H -1.259 -1.367 0.718
H -0.559 1.848 -0.727
H 0.408 0.418 -3.164
H -1.519 0.131 2.847
H 0.631 -2.501 -0.671
H 0.675 -0.524 -1.987



3.
17
Properties=species:S:1:pos:R:3 method="wB97M-V/def2-TZVPD" homo_ev=-13.0 e_tot_ha=-628.259407 smiles=NC[C@H]([NH3+])CS charge=+1 multiplicity=1 e_lumo_ev=-4.44 gap_ev=8.55 relative_energy_kcal_mol=73.89
S -0.196 0.463 -2.989
N 0.240 0.352 2.289
N -1.380 -0.150 0.110
C 0.125 0.102 -0.079
C 0.877 -0.324 1.163
C 0.545 -0.343 -1.464
H -1.876 0.221 -0.727
H 0.842 -1.432 1.174
H 0.573 1.326 2.343
H -1.559 -1.150 0.291
H 0.717 -0.122 3.055
H -1.167 0.940 -3.863
H 0.077 1.190 -0.073
H -1.753 0.360 0.927
H 0.423 -1.456 -1.608
H 1.579 0.022 -1.559
H 1.934 0.002 1.010